102
Properties=species:S:1:pos:R:3:forces:R:3 method="wB97M-V/def2-TZVPD" largest_force_ev_per_a=3.596 smiles="O=C1OC[C@@H](F)O1.O=C1OC[C@@H](F)O1.O=C1OC[C@@H](F)O1.O=C1OC[C@@H](F)O1.O=C1OC[C@@H](F)O1.O=C1OC[C@@H](F)O1.O=C1OC[C@@H](F)O1.COCCOC.COCCOC" lumo_ha=0.01434 e_tot_ha=-3709.6918 homo_lumo_gap_ev=10.02
C -1.531 6.727 -0.140 -0.3362 0.6949 0.0890
C -1.607 5.406 -0.932 0.7360 0.1547 -0.2221
O -0.382 4.784 -0.544 -0.9042 -1.2289 -0.4879
C 0.362 5.549 0.248 3.5424 0.6197 -0.0003
O 1.513 5.343 0.607 -2.5639 -0.3828 -0.5365
O -0.227 6.716 0.449 -0.8366 0.6649 0.3955
F -1.584 5.564 -2.318 0.0489 0.1387 1.2247
H -2.275 6.732 0.691 0.4020 0.1314 -0.7649
H -1.576 7.660 -0.757 -0.3246 -1.0012 0.3896
H -2.447 4.749 -0.686 0.3442 0.1711 -0.1362
C 4.574 3.128 -1.932 -0.4535 0.2255 0.8376
C 3.751 1.980 -2.516 -0.6461 0.2560 -0.3548
O 3.945 2.149 -3.914 0.1123 -0.4622 0.2687
C 4.584 3.347 -4.200 -0.8881 -0.1388 0.3756
O 4.706 3.837 -5.271 0.0876 -0.5792 0.0058
O 4.969 3.905 -3.056 0.1997 0.4573 0.5119
F 2.367 2.147 -2.264 1.4608 -0.1468 -0.1727
H 5.475 2.767 -1.434 -0.1066 -0.0276 0.0197
H 3.970 3.746 -1.218 0.4841 -0.4959 -0.7057
H 4.028 0.965 -2.132 -0.3186 0.8703 -0.7196
C -3.297 1.600 3.346 0.3118 0.3859 0.7450
C -3.094 0.148 2.945 -1.8595 0.4846 -2.5310
O -4.419 -0.122 2.219 1.7175 1.4698 1.8066
C -5.308 0.862 2.663 1.1578 -1.2130 -0.4093
O -6.447 0.835 2.370 -1.3225 0.0073 -0.1219
O -4.716 1.779 3.427 0.0148 -0.3281 0.1698
F -2.994 -0.745 3.928 -0.1005 -0.0948 0.8122
H -2.993 2.306 2.549 0.5148 -0.6460 0.5389
H -2.837 1.801 4.348 -0.4194 0.0272 -0.9683
H -2.287 0.024 2.230 -0.0154 -0.2306 -0.0534
C -6.259 1.872 -0.829 0.7255 -0.6947 -0.8405
C -5.574 2.490 -2.057 -0.8759 0.7033 -0.0063
O -4.282 2.912 -1.676 -1.1176 -0.2841 -0.2957
C -4.129 2.573 -0.394 0.9782 0.3916 0.2288
O -3.112 2.762 0.192 0.6451 0.1598 0.6193
O -5.191 2.025 0.137 -1.8298 -0.6130 0.5472
F -6.341 3.608 -2.359 0.7362 -0.4883 -0.6544
H -6.500 0.808 -1.013 0.4697 0.4028 0.4878
H -7.216 2.385 -0.620 0.9273 0.0860 0.4584
H -5.411 1.812 -2.885 -0.5746 0.2719 -0.5399
C 1.369 -2.220 -4.539 -1.1577 -1.7897 0.3174
C 2.791 -2.767 -4.442 -0.0931 1.0080 0.4157
O 2.999 -2.839 -3.046 -0.1570 -0.4878 0.2393
C 1.990 -2.225 -2.359 -0.5841 0.5807 0.4607
O 1.895 -2.111 -1.158 0.6211 -0.3046 -2.0641
O 1.092 -1.723 -3.250 0.3940 -0.2485 1.4777
F 3.731 -1.847 -4.926 -0.8992 -0.8765 0.1437
H 0.542 -2.979 -4.796 1.6095 0.9139 0.2252
H 1.333 -1.394 -5.163 -0.0701 1.3584 -1.5751
H 2.905 -3.721 -4.951 0.5005 -0.0060 0.2528
C -0.893 -3.602 -0.770 0.2881 -0.8495 -0.7344
C -1.274 -3.940 -2.223 1.6699 -0.2885 0.8984
O -2.070 -5.054 -2.137 0.1012 -0.0767 0.0530
C -1.834 -5.703 -0.936 0.2722 1.2800 0.1702
O -2.234 -6.788 -0.718 0.1376 -0.1668 0.4227
O -1.139 -4.858 -0.098 -0.5252 -0.8748 -0.7785
F -0.067 -4.302 -2.892 -0.6643 0.0559 0.0289
H -1.614 -2.896 -0.405 0.1613 0.5971 0.4470
H 0.186 -3.340 -0.668 -1.1427 -0.0233 0.0177
H -1.722 -3.149 -2.785 -0.3679 0.3362 -0.3796
C -5.868 -2.611 1.020 -0.8187 -0.1312 0.2097
C -4.591 -3.417 1.116 -0.6009 0.5728 -1.7049
O -3.839 -2.940 0.010 0.2196 -0.4918 -0.0711
C -4.524 -2.017 -0.725 -0.0194 -0.5645 1.5750
O -4.061 -1.436 -1.639 0.2706 0.4038 -1.0295
O -5.723 -1.826 -0.185 -0.7078 -0.0844 0.4879
F -4.941 -4.732 0.918 0.8753 0.2660 0.3398
H -6.046 -1.976 1.889 0.1145 0.2299 -0.3623
H -6.705 -3.331 0.928 0.3498 0.5875 -0.2303
H -3.971 -3.229 1.965 0.1531 -0.5850 0.8056
C 5.199 1.497 2.830 0.4221 -0.2661 -0.0071
O 4.729 0.523 1.857 0.6585 1.6675 1.5513
C 5.291 -0.758 2.010 -1.8663 -0.4950 -0.6193
C 6.616 -0.890 1.363 2.7836 -0.8015 -0.7692
O 7.564 -1.378 2.300 0.6787 0.2323 0.4579
C 8.922 -1.419 1.805 -1.3003 -1.9094 1.2162
H 4.682 2.419 2.610 -0.1315 0.2132 -0.1745
H 6.302 1.712 2.820 -0.7842 -0.4804 -0.4078
H 4.966 1.244 3.886 -0.1050 -0.3571 -0.6040
H 4.541 -1.333 1.451 0.3456 -0.4755 0.2751
H 5.295 -1.116 3.052 0.2158 0.2393 -0.2409
H 7.027 0.061 1.006 -0.5586 0.3679 -0.0991
H 6.717 -1.585 0.493 -0.8831 0.3920 0.2781
H 9.142 -0.568 1.189 0.3351 0.5718 -0.1493
H 9.034 -2.368 1.220 0.1672 0.7760 0.2061
H 9.516 -1.510 2.742 -0.0345 0.3296 -0.9798
C -1.154 -3.330 3.059 -0.5576 -1.7667 -0.6138
O -1.061 -2.138 2.356 -0.2188 0.6589 -0.6908
C 0.109 -1.405 2.683 0.9854 -0.7803 -1.3135
C 0.566 -0.595 1.428 -0.1038 0.3021 1.7790
O -0.227 0.531 1.177 -0.6201 0.3859 1.2133
C -0.232 0.944 -0.156 -0.1147 -1.7289 -0.9972
H -1.166 -3.181 4.158 -0.1620 -0.1697 -0.4558
H -0.297 -3.977 2.758 -0.3296 0.1851 0.5221
H -2.073 -3.902 2.671 1.1848 0.9511 0.8874
H 0.953 -2.155 2.832 -0.8001 0.9056 0.2186
H -0.126 -0.864 3.595 0.5304 0.4812 0.1452
H 0.442 -1.253 0.613 0.2744 -1.0426 -0.9874
H 1.623 -0.282 1.535 -0.2719 -0.2796 -0.0249
H -1.002 0.400 -0.745 0.4146 -0.2711 0.1812
H 0.746 0.785 -0.632 -0.1964 0.3247 0.0578
H -0.572 1.930 -0.203 -0.0109 1.7802 0.0754


18
Properties=species:S:1:pos:R:3:forces:R:3 method="wB97M-V/def2-TZVPD" largest_force_ev_per_a=4.427 lumo_ha="-0.01747 / -0.01748" e_tot_ha=-762.8814 homo_lumo_gap_ev="8.59 / 8.58" e_above_lowest_kj_mol=225.8
C 0.400 -1.018 1.735 0.7223 3.8742 0.9547
C 1.317 -0.549 -0.270 3.2343 -0.1659 -1.1131
C -1.208 -0.867 -0.249 2.4867 -2.9153 -0.8276
C -0.121 1.205 0.782 1.0971 -0.9971 0.6444
C 0.025 -0.351 0.465 -0.9294 3.1840 -1.0964
O 0.293 -2.237 1.718 -0.6480 -4.3514 0.4926
O 0.693 -3.325 -0.594 0.6324 -0.0174 -1.1027
O -1.119 -4.298 0.946 -0.4520 0.5100 0.5425
P -0.226 -3.240 0.508 -0.4509 -2.1537 0.2247
H 1.415 -0.067 -1.258 -0.7706 0.3559 0.4007
H 2.226 -0.094 0.299 -1.5458 -1.1496 -0.6694
H 1.459 -1.628 -0.560 0.3755 1.4370 0.8033
H -1.944 -0.310 0.145 -3.2217 1.8452 0.7977
H -1.443 -1.887 0.230 -0.4421 0.3026 -0.5802
H -1.263 -1.048 -1.357 0.3910 0.4328 1.2091
H -0.197 1.825 -0.105 0.8614 -0.1376 -0.5092
H 0.841 1.335 1.405 -1.7872 0.7300 -0.8537
H -1.051 1.542 1.270 0.4469 -0.7835 0.6825


16
Properties=species:S:1:pos:R:3:forces:R:3 method="wB97M-V/def2-TZVPD" largest_force_ev_per_a=3.791 smiles=OC[C@@H]1O[C@@H]1[C@@H]1CO1 lumo_ha=0.03461 e_tot_ha=-420.9119 homo_lumo_gap_ev=11.15 e_above_lowest_kj_mol=378.6
C -1.804 -0.237 -0.514 1.8751 -1.5527 -2.9065
C -1.114 0.985 0.055 -2.2802 -0.5382 0.4037
C 0.189 0.997 0.609 2.7744 0.4941 0.6401
C 1.186 -0.129 0.565 -2.3212 0.3821 1.1578
C 2.225 -0.423 -0.394 1.1528 0.0644 2.4208
H -1.193 -1.969 0.113 0.6193 -0.3102 -0.0996
H -2.818 -0.061 -0.967 1.1224 0.2109 0.5106
H -1.029 -0.582 -1.317 -1.7874 0.9648 0.6245
H -1.780 1.669 0.537 -0.4971 0.5784 0.1510
H 0.385 1.678 1.478 -0.1652 -0.5323 -0.7881
H 1.240 -0.492 1.589 0.6499 -0.3448 -0.0119
H 3.154 -0.731 0.175 -0.9579 -0.5965 -1.4247
H 2.314 0.200 -1.219 0.4454 1.0738 -1.4487
O -1.914 -1.388 0.313 -0.8472 0.8656 0.9504
O -0.056 1.641 -0.628 -0.2466 0.1405 -0.3867
O 1.014 -1.157 -0.394 0.4637 -0.8999 0.2072


63
Properties=species:S:1:pos:R:3:forces:R:3 method="wB97M-V/def2-TZVPD" largest_force_ev_per_a=0.611 total_charge=-1 lumo_ha="0.07558 / 0.04610" e_tot_ha=-3568.2872 homo_lumo_gap_ev="5.97 / 5.03" e_above_lowest_kj_mol=23.6 spin_multiplicity=3
Au 0.379 -0.681 -0.749 0.3477 0.1221 -0.1839
S -2.029 -0.298 6.228 0.0341 0.0438 0.0472
C -1.416 -0.276 4.553 0.0195 -0.0486 -0.0756
C -1.806 0.711 3.659 -0.0261 0.0317 0.0228
C -1.284 0.678 2.375 0.0286 -0.0619 -0.0021
N -0.424 -0.250 1.969 -0.0305 -0.0104 0.0303
C -0.035 -1.178 2.832 0.0499 0.0498 -0.0077
C -0.508 -1.238 4.138 0.0286 -0.0010 0.0408
C -3.748 -0.628 5.900 -0.0846 0.0109 -0.0204
C -4.695 0.383 5.976 0.0319 0.0117 0.0536
C -6.024 0.070 5.731 -0.0379 -0.0217 -0.0007
N -6.454 -1.151 5.423 0.0584 0.0219 0.0099
C -5.533 -2.112 5.350 -0.0216 -0.0019 -0.0091
C -4.183 -1.907 5.582 0.0393 -0.0032 -0.0385
H -2.489 1.496 3.955 -0.0121 -0.0094 0.0064
H -1.540 1.434 1.641 -0.0311 0.0046 0.0060
H 0.694 -1.887 2.451 -0.0100 -0.0112 -0.0168
H -0.178 -2.016 4.813 -0.0037 -0.0046 0.0021
H -4.401 1.394 6.223 -0.0002 0.0042 -0.0086
H -6.780 0.845 5.782 -0.0113 -0.0002 0.0004
H -5.894 -3.102 5.095 -0.0097 -0.0040 -0.0023
H -3.478 -2.724 5.509 -0.0050 -0.0076 0.0002
Cl 1.204 0.065 -3.876 0.0006 -0.0183 -0.0222
C -0.460 -0.153 -4.289 0.0782 0.0598 -0.3357
C -0.827 -0.060 -5.620 0.0741 0.0013 0.0603
C -2.151 -0.209 -6.000 -0.0523 -0.0158 0.0093
C -3.119 -0.455 -5.030 0.0566 0.0303 0.0108
C -2.748 -0.561 -3.709 -0.1583 -0.0433 -0.1038
Cl -3.974 -0.864 -2.514 0.0725 0.0045 -0.0208
C -1.403 -0.433 -3.274 -0.0309 0.1702 0.5857
N -1.105 -0.600 -1.984 -0.1755 -0.2223 -0.1899
H -0.057 0.138 -6.353 -0.0102 -0.0007 -0.0135
H -2.431 -0.133 -7.042 -0.0040 0.0042 -0.0006
H -4.161 -0.568 -5.294 -0.0051 0.0033 -0.0107
S 1.093 1.818 -0.469 -0.0054 -0.2487 -0.0161
C 2.020 1.701 0.993 -0.0416 0.0581 -0.0924
N 3.032 0.969 1.221 -0.0624 0.0952 0.1305
C 3.579 1.123 2.558 0.0220 -0.0364 0.0202
C 2.632 1.944 3.468 0.0714 -0.0457 0.0020
S 1.497 2.774 2.338 -0.0022 0.0676 -0.0025
H 2.709 -0.868 0.234 0.0166 0.0077 0.0246
H 4.559 1.606 2.483 -0.0137 0.0383 -0.0354
H 3.747 0.133 2.987 0.0214 -0.0069 0.0053
H 3.177 2.678 4.060 0.0091 -0.0208 0.0194
H 2.073 1.296 4.144 -0.0354 0.0025 -0.0250
C 4.660 -1.422 -0.951 0.0102 0.0205 0.0045
C 3.916 -2.727 -0.893 0.1121 -0.0535 -0.0003
C 4.510 -3.899 -1.336 -0.0030 0.0246 -0.0205
C 3.825 -5.107 -1.332 -0.0189 0.0212 0.0356
C 2.514 -5.120 -0.872 -0.0115 0.0215 -0.0433
C 1.888 -3.971 -0.410 -0.0404 -0.1028 -0.0229
C 0.480 -4.042 0.106 0.0159 -0.0178 0.0418
C 2.591 -2.747 -0.399 -0.1202 0.2183 0.0299
N 2.020 -1.600 0.117 -0.1408 -0.0697 0.1782
H 5.610 -1.545 -1.472 0.0084 0.0024 0.0067
H 4.866 -1.011 0.043 -0.0013 -0.0329 -0.0073
H 4.073 -0.657 -1.468 0.0045 -0.0150 -0.0148
H 5.528 -3.856 -1.710 0.0042 -0.0114 0.0033
H 4.298 -6.015 -1.682 0.0009 -0.0041 -0.0151
H 1.955 -6.050 -0.867 0.0016 -0.0081 -0.0015
H 0.036 -5.012 -0.122 0.0083 -0.0079 0.0211
H -0.154 -3.264 -0.326 -0.0191 -0.0175 -0.0390
H 0.447 -3.898 1.190 0.0093 0.0329 -0.0103


31
Properties=species:S:1:pos:R:3:forces:R:3 method="wB97M-V/def2-TZVPD" largest_force_ev_per_a=0.245 total_charge=-1 lumo_ha=0.10583 e_tot_ha=-1917.9707 homo_lumo_gap_ev=8.63
N -1.503 0.008 1.487 -0.1723 0.0220 0.1727
S -1.694 -1.500 0.844 0.1331 0.0127 -0.1474
O -2.332 -2.265 1.881 -0.0570 -0.0312 -0.0545
O -2.415 -1.300 -0.396 -0.0007 0.0203 -0.0464
N -0.275 -2.171 0.563 0.0251 -0.0276 0.1930
S 0.888 -1.476 -0.237 -0.0905 -0.0391 -0.1694
O 2.035 -2.357 -0.210 0.0315 0.0111 0.0371
O 1.120 -0.094 0.170 0.0818 0.0155 -0.0051
C 0.408 -1.354 -1.962 0.1156 -0.1325 0.0631
C -0.228 -2.629 -2.494 0.0685 0.0119 -0.1035
C -1.109 -2.462 -3.739 -0.0024 -0.0852 -0.0035
S -2.178 -0.995 -3.816 -0.0979 -0.0703 -0.0706
H -1.162 -0.086 2.435 0.0414 0.0209 -0.0050
H -0.871 0.599 0.956 0.0314 -0.0435 -0.0522
H -0.252 -0.495 -2.056 -0.0615 -0.0206 0.0616
H 1.357 -1.145 -2.460 -0.0675 0.1633 -0.0801
H -0.817 -3.091 -1.705 -0.0980 0.0876 0.0739
H 0.565 -3.336 -2.752 -0.0409 -0.0726 0.0761
H -1.745 -3.341 -3.827 0.0238 -0.0334 -0.0812
H -0.516 -2.413 -4.654 0.0701 0.0851 0.0342
H -2.881 -1.265 -2.707 0.0588 0.0847 0.1212
C 1.973 2.179 2.354 -0.0534 -0.0493 -0.0119
C 0.818 3.134 2.193 0.1516 -0.0922 -0.0121
O -0.215 2.801 1.667 -0.1335 0.1194 0.0063
C 1.015 4.541 2.721 -0.0588 -0.0029 -0.0259
H 1.725 1.214 1.916 0.0152 0.0179 -0.0204
H 2.856 2.583 1.854 0.0188 0.0141 0.0261
H 2.217 2.070 3.413 0.0238 0.0208 0.0063
H 1.867 5.009 2.225 0.0166 -0.0092 0.0192
H 1.233 4.510 3.790 0.0276 0.0004 -0.0033
H 0.118 5.129 2.546 -0.0005 0.0020 0.0017


12
Properties=species:S:1:pos:R:3:forces:R:3 method="wB97M-V/def2-TZVPD" largest_force_ev_per_a=1.381 smiles="[H]/N=C/N(S)C=C" lumo_ha=0.02460 e_tot_ha=-625.5504 homo_lumo_gap_ev=9.25 e_above_lowest_kj_mol=188.0
C 0.335 -0.714 0.820 0.6292 0.3557 1.1225
C -0.878 -1.164 1.094 -0.5752 -0.6226 0.4368
C -0.128 0.596 -1.237 -0.0432 0.9344 0.2591
H 2.079 1.636 1.023 -0.1658 0.2902 0.1520
H 1.209 -0.910 1.473 -0.8359 0.0100 -0.3830
H -1.717 -1.020 0.441 -0.0639 0.3176 0.0017
H -1.080 -1.711 2.018 0.4712 -0.1082 -0.3988
H 0.363 1.276 -1.940 0.2708 -0.2707 0.0983
H -1.774 0.619 -2.159 -0.2352 0.5542 -0.8497
N 0.687 0.221 -0.167 0.1435 -0.2354 -0.8051
N -1.356 0.305 -1.316 0.4029 -0.9893 0.8758
S 2.260 0.864 -0.051 0.0015 -0.2360 -0.5096